119
Properties=species:S:1:pos:R:3:lowdin_spin:R:1 method="wB97M-V/def2-TZVPD" s_squared=8.8906 spin_multiplicity=6 homo_lumo_gap_ev="5.450 / 4.760" e_tot_ev=-129269.96608 largest_force_ev_per_a=2.669 charge=-1
Mn 0.887 -0.236 -0.364 3.76
F -4.914 -1.884 -4.716 0.00
F -1.313 1.009 -3.724 0.00
F -4.381 -1.670 -7.267 0.01
F -0.825 1.342 -6.263 0.00
O -1.544 -7.410 4.326 0.00
O 2.347 8.689 0.057 0.00
O -6.921 1.164 4.897 0.00
O -1.161 0.203 1.642 0.02
O 9.448 -2.372 0.063 0.00
N -1.449 -1.167 -1.754 0.17
N -0.674 -1.456 -0.677 0.07
N 1.869 -1.837 0.101 0.00
N 2.414 0.907 -0.413 -0.01
N -0.101 1.367 0.004 0.02
N -5.961 -0.401 -1.941 0.08
N -3.982 -0.418 -10.266 0.08
N -0.893 2.124 -9.192 0.07
C -4.301 0.494 1.705 0.00
C -3.158 -0.459 -4.086 0.06
C -3.467 0.506 0.498 0.00
C -0.912 -3.978 2.993 0.00
C 3.258 9.221 0.942 0.00
C 4.071 -0.977 -0.298 -0.03
C 0.166 2.673 0.175 -0.01
C -6.574 0.744 2.581 0.00
C -2.433 0.208 -8.339 0.15
C -1.051 -2.403 0.171 0.03
C -3.661 -0.974 -6.419 0.03
C -1.216 -6.361 3.544 0.00
C 2.410 -3.748 1.232 0.01
C -2.604 -0.138 -6.954 0.04
C 2.497 2.273 -0.573 0.00
C 1.673 4.604 -0.067 0.00
C -5.725 0.520 1.523 0.00
C -0.375 -5.678 1.380 0.00
C -3.469 -0.550 -2.704 0.17
C 2.571 5.130 0.871 0.00
C -3.546 -1.963 0.269 0.00
C -2.084 -7.062 5.575 0.00
C -1.292 -5.005 3.877 0.00
C -2.656 -0.697 -1.572 0.01
C -3.916 -1.083 -5.098 0.02
C 8.206 -1.965 -0.280 0.00
C -3.825 0.658 2.999 0.00
C 2.229 7.338 0.040 0.00
C 1.360 -2.898 0.724 0.01
C -4.708 0.928 4.060 0.00
C -1.768 0.477 -5.914 0.02
C -1.581 1.263 -8.827 0.02
C 3.663 0.325 -0.732 0.02
C -0.021 -3.164 0.826 0.04
C 4.481 1.386 -1.228 0.00
C 7.709 -0.783 0.343 0.00
C 9.933 -3.617 -0.495 0.00
C 3.597 -3.229 0.839 0.01
C 2.908 6.469 0.906 0.00
C 1.357 6.836 -0.946 0.00
C -6.077 0.946 3.852 0.00
C -0.445 -4.319 1.720 0.00
C -0.900 3.424 0.900 0.00
C 5.975 -2.412 -1.115 0.00
C -2.577 2.078 -1.239 0.00
C 7.328 -2.729 -1.044 0.00
C 1.073 5.474 -0.976 0.00
C -2.483 1.622 0.232 0.00
C -3.253 -0.617 -0.200 0.00
C 3.732 2.559 -1.152 0.01
C -1.202 0.979 0.716 0.01
C -2.487 -2.777 0.297 0.00
C -6.379 1.893 5.957 0.00
C 5.490 -1.298 -0.427 0.00
C 6.363 -0.503 0.262 0.00
C -4.871 -0.483 -2.362 0.02
C -0.767 -6.684 2.272 0.00
C -2.136 2.890 1.052 -0.01
C -3.300 -0.208 -9.363 0.02
C 1.391 3.165 -0.210 0.03
C -2.049 0.294 -4.593 0.02
C 3.235 -1.974 0.140 0.02
H -2.435 -7.950 6.059 0.00
H -1.643 -4.676 4.831 0.00
H -0.653 -7.756 2.005 0.00
H 3.045 10.294 0.922 0.00
H 4.294 8.987 0.646 0.00
H 3.645 6.758 1.660 0.00
H 0.809 7.532 -1.626 0.00
H 5.467 1.340 -1.567 0.00
H -2.718 0.655 3.208 0.00
H -2.978 -6.397 5.446 0.00
H -7.249 2.213 6.514 0.00
H 8.363 -0.201 0.985 0.00
H -5.762 2.719 5.546 0.00
H 9.363 -4.464 -0.178 0.00
H -0.742 4.417 1.344 0.00
H -7.646 0.778 2.441 0.00
H 4.570 -3.593 1.025 0.00
H -4.527 -2.327 0.549 0.00
H 0.320 5.101 -1.673 0.00
H -2.636 -3.828 0.630 0.00
H -3.465 1.651 -1.721 0.00
H 4.006 3.548 -1.571 0.00
H -2.781 3.169 -1.298 0.00
H -1.653 1.933 -1.818 0.00
H -5.722 1.239 6.570 0.00
H 10.925 -3.693 -0.071 0.00
H 7.660 -3.598 -1.552 0.00
H -1.368 -6.590 6.251 0.00
H 9.961 -3.528 -1.594 0.00
H 5.912 0.360 0.770 0.00
H 3.079 8.867 1.954 0.00
H -2.868 3.298 1.775 0.00
H -1.006 -2.909 3.255 0.00
H 3.057 4.416 1.541 0.00
H -6.108 0.231 0.513 0.00
H 5.269 -3.011 -1.738 0.00
H -4.328 1.077 5.056 0.00
H 2.214 -4.687 1.747 0.00
H 0.073 -5.963 0.392 0.00